[1]
Below is a structure of composition C4H10O4 at a distorted geometry, with properties calculated with the ωB97M-V functional and the def2-TZVPD basis.

```
! RIJCOSX wB97M-V def2-TZVPD def2/J DEFGRID3
* xyz 0 1
O 1.257 -0.764 0.845
O -1.488 0.623 -1.122
O 0.026 0.889 1.889
O -1.965 -0.948 0.729
C -1.257 -0.790 -0.218
C -0.660 -1.762 -1.174
C 0.542 0.443 0.673
C 1.441 1.527 0.092
H 1.889 1.178 -0.840
H 2.007 -0.581 1.430
H -2.217 1.070 -0.663
H -0.707 0.292 2.119
H 2.239 1.761 0.805
H -1.477 -2.250 -1.709
H -0.090 -2.497 -0.607
H 0.003 -1.270 -1.881
H -0.421 0.640 -0.263
H 0.877 2.439 -0.106
*
```

E_LUMO: 0.0270 Ha
DFT total energy: -459.27531 a.u.
Orbital gap: 9.7 eV
E_HOMO: -0.330 hartree

=====

[2]
Below is the molecule C3H9N3 at a distorted geometry, with properties calculated with the ωB97M-V functional and the def2-TZVPD basis.

```
! RIJCOSX wB97M-V def2-TZVPD def2/J DEFGRID3
* xyz 0 1
N -0.229 1.009 0.784
N -0.741 -0.251 0.600
N 0.638 0.206 -1.922
C 0.205 -1.257 0.145
C -1.031 1.773 1.439
C 1.243 -0.624 -0.829
H 0.029 -0.368 -2.534
H 0.711 -1.744 0.989
H -1.405 -0.592 1.286
H 0.064 0.874 -1.445
H 1.818 0.053 -0.220
H -2.071 1.566 1.697
H -0.395 -2.037 -0.433
H 1.880 -1.418 -1.290
H -0.716 2.808 1.733
*
```

E_LUMO: 0.0387 Ha
Structure (SMILES): C=NNCCN
DFT total energy: -283.90278 a.u.
Orbital gap: 9.7 eV
E_HOMO: -0.316 hartree

=====

[3]
Below is a structure of composition C2H4EuF3O at a distorted geometry, with properties calculated with the ωB97M-V functional and the def2-TZVPD basis.

```
! RIJCOSX wB97M-V def2-TZVPD def2/J DEFGRID3
* xyz 1 8
Eu -1.645 2.393 1.012
F 0.682 -0.118 -1.618
F -0.280 -1.662 -0.548
F -1.732 -1.104 -2.478
O -0.219 0.262 0.403
C -0.378 -0.341 -0.819
C 0.992 0.008 1.161
H -1.207 0.694 -1.202
H 0.874 -0.980 1.616
H 1.895 0.071 0.534
H 1.019 0.777 1.940
*
```

E_LUMO (spin up / spin down): -0.2470 / -0.2336 Ha
DFT total energy: -1163.27287 a.u.
Orbital gap (spin up / spin down): 3.7 / 7.3 eV
E_HOMO (spin up / spin down): -0.384 / -0.503 hartree

=====

[4]
Below is a structure of composition C30H42FN9O3PtS3, with properties calculated with the ωB97M-V functional and the def2-TZVPD basis.

```
! RIJCOSX wB97M-V def2-TZVPD def2/J DEFGRID3
* xyz 2 1
Pt -1.877 -1.549 0.549
S -0.822 -3.507 -0.126
S 0.859 -4.901 1.990
S -0.977 -2.517 2.422
F 4.899 -0.937 0.312
O -2.707 1.715 -1.961
O 0.037 -0.827 0.155
O -2.663 -0.192 -0.854
N -3.202 0.404 4.439
N -5.066 -4.183 -0.578
N 8.007 2.716 -0.855
N -3.688 -2.454 0.285
N -3.097 -0.383 2.146
N 1.229 2.353 -2.106
N -3.326 -3.584 -1.811
N -1.803 1.367 3.030
N 5.866 1.281 -1.172
C 8.249 1.245 -0.668
C 4.019 -0.091 -0.259
C -0.167 -3.771 1.492
C -3.895 -4.716 -2.538
C -4.994 -5.215 -1.618
C -5.798 -4.575 0.619
C -2.550 -2.674 -2.637
C -4.450 -0.113 4.986
C 1.738 0.472 -0.716
C -1.439 1.918 4.323
C -0.069 2.032 -2.016
C 0.833 4.727 -2.905
C -0.582 0.984 -1.295
C 2.177 1.554 -1.484
C 6.369 1.786 -2.439
C -4.745 -1.741 0.997
C 6.901 0.564 -0.425
C 7.284 2.978 -2.160
C 3.547 1.812 -1.619
C -0.981 1.602 1.880
C -2.746 0.399 3.139
C 4.497 0.996 -1.024
C 1.638 3.467 -2.942
C -2.092 0.841 -1.379
C -2.655 1.558 5.154
C 2.691 -0.346 -0.097
C -4.234 -1.265 2.333
C -4.009 -3.331 -0.674
C 0.322 0.167 -0.569
C 2.197 4.697 -2.284
H -5.124 -4.800 1.450
H 7.426 3.051 -0.086
H -3.130 -5.468 -2.733
H 6.729 3.904 -2.026
H -1.279 2.992 4.249
H -5.066 -0.764 2.819
H -1.587 -3.128 -2.879
H -2.400 -1.727 -2.142
H -3.952 -2.142 2.930
H 8.923 1.106 0.174
H 8.748 0.907 -1.573
H 6.664 0.600 0.637
H -3.098 -2.496 -3.565
H -2.399 1.277 6.174
H -4.733 -6.169 -1.155
H -0.012 4.770 -2.232
H -3.387 2.372 5.185
H 2.372 -1.200 0.486
H -1.597 1.852 1.016
H -4.285 -4.367 -3.496
H 8.039 3.118 -2.932
H 8.882 3.239 -0.821
H -0.529 1.446 4.708
H -4.460 0.148 6.042
H 2.242 4.695 -1.203
H -0.761 2.657 -2.564
H -5.601 -2.372 1.192
H -0.343 0.748 1.663
H 5.563 2.102 -3.093
H -4.506 -1.195 4.923
H -6.536 -3.838 0.920
H 2.052 3.157 -3.893
H -5.956 -5.324 -2.117
H 0.696 5.248 -3.840
H 6.910 1.003 -2.981
H 3.005 5.213 -2.785
H 7.001 -0.487 -0.707
H 3.854 2.682 -2.179
H -6.349 -5.479 0.373
H -0.341 2.456 2.099
H -5.066 -0.891 0.390
H -5.331 0.341 4.528
*
```

E_LUMO: -0.1791 Ha
DFT total energy: -3300.14523 a.u.
Orbital gap: 7.1 eV
E_HOMO: -0.439 hartree

=====

[5]
Below is the molecule CH6N4O2 at a distorted geometry, with properties calculated with the ωB97M-V functional and the def2-TZVPD basis.

```
! RIJCOSX wB97M-V def2-TZVPD def2/J DEFGRID3
* xyz 0 1
O -2.555 -0.008 -0.108
O 1.878 -1.017 -0.428
N 0.805 -1.407 0.349
N -1.523 -1.064 -0.005
N -0.101 0.706 -0.256
N 0.990 1.334 0.163
C -0.327 -0.622 0.070
H -3.359 -0.490 -0.326
H 0.677 -2.381 0.245
H 1.450 1.977 -0.546
H -0.931 1.237 -0.078
H 0.848 1.927 1.002
H 2.149 -0.191 -0.081
*
```

E_LUMO: 0.0293 Ha
Structure (SMILES): NN/C(=N\O)NO
DFT total energy: -411.04663 a.u.
Orbital gap: 9.3 eV
E_HOMO: -0.313 hartree

=====

[6]
Below is a cluster of 12 separate species, C13H49NO12 in total at a distorted geometry, with properties calculated with the ωB97M-V functional and the def2-TZVPD basis.

```
! RIJCOSX wB97M-V def2-TZVPD def2/J DEFGRID3
* xyz 0 1
O -14.335 -24.604 -25.099
O -12.068 -19.240 -20.900
O -19.055 -17.441 -19.580
O -16.725 -23.927 -21.883
O -17.445 -20.309 -25.144
O -15.748 -19.897 -18.429
O -12.808 -20.039 -26.077
O -12.322 -23.663 -20.727
O -11.573 -21.156 -23.697
O -15.285 -21.448 -21.500
O -12.734 -22.117 -18.487
O -15.714 -17.922 -24.804
N -19.891 -17.634 -20.680
C -11.724 -18.011 -21.553
C -21.747 -18.551 -22.731
C -22.102 -17.473 -21.732
C -14.964 -20.330 -22.304
C -20.213 -18.660 -22.907
C -17.952 -18.208 -22.008
C -21.873 -18.749 -19.556
C -21.622 -16.290 -19.631
C -19.316 -20.095 -21.133
C -16.403 -20.098 -17.171
C -21.321 -17.576 -20.406
C -14.066 -23.238 -24.858
C -19.369 -18.635 -21.620
H -12.498 -19.051 -20.061
H -11.088 -17.437 -20.872
H -16.495 -17.366 -24.895
H -21.458 -15.379 -20.208
H -14.859 -22.640 -25.326
H -14.326 -24.777 -26.041
H -11.466 -21.407 -22.770
H -16.523 -22.994 -21.691
H -16.107 -19.326 -16.466
H -18.879 -20.726 -21.906
H -23.160 -17.547 -21.474
H -16.124 -21.084 -16.782
H -17.486 -20.130 -17.334
H -22.679 -16.224 -19.358
H -12.693 -22.539 -17.622
H -16.018 -18.809 -25.046
H -17.894 -17.193 -22.406
H -11.134 -18.195 -22.446
H -20.340 -20.408 -20.920
H -18.330 -20.021 -25.398
H -17.560 -18.830 -22.813
H -20.088 -19.634 -23.385
H -22.051 -19.563 -22.435
H -14.722 -19.502 -21.627
H -11.947 -23.803 -21.602
H -14.184 -20.525 -23.040
H -14.211 -22.900 -23.830
H -15.850 -19.897 -22.763
H -17.272 -21.082 -25.694
H -19.885 -17.903 -23.626
H -21.129 -19.193 -18.895
H -17.062 -24.284 -21.055
H -12.433 -20.875 -26.368
H -21.076 -16.285 -18.687
H -14.528 -21.731 -20.976
H -22.235 -18.450 -23.702
H -22.688 -18.371 -18.936
H -19.188 -18.201 -18.984
H -12.597 -24.544 -20.441
H -12.688 -20.042 -25.116
H -18.724 -20.284 -20.233
H -17.300 -18.278 -21.138
H -22.366 -19.510 -20.165
H -11.222 -21.903 -24.194
H -13.053 -23.011 -25.196
H -12.756 -22.854 -19.130
H -12.673 -17.502 -21.726
H -21.858 -16.505 -22.173
H -16.098 -20.616 -18.966
*
```

E_LUMO: 0.0010 Ha
Structure (SMILES): CC1(C)CCCC(C)(C)N1O.CO.CO.CO.CO.O.O.O.O.O.O.O
DFT total energy: -1482.19133 a.u.
Orbital gap: 8.3 eV
E_HOMO: -0.305 hartree

=====

[7]
Below is a cluster of 2 separate species, C2H2N2O3 in total at a distorted geometry, with properties calculated with the ωB97M-V functional and the def2-TZVPD basis.

```
! RIJCOSX wB97M-V def2-TZVPD def2/J DEFGRID3
* xyz 0 1
O 2.061 0.175 -1.311
O 1.345 0.705 2.099
O -1.615 -0.699 0.736
N 1.797 0.213 -0.151
N -1.109 -0.259 -1.503
C 1.225 0.500 0.841
C -1.246 -0.442 -0.360
H -0.330 -0.011 -2.125
H 1.163 0.047 2.741
*
```

E_LUMO (spin up / spin down): -0.0060 / -0.0060 Ha
Structure (SMILES): [O-][N+]#CO.N=C=O
DFT total energy: -412.50627 a.u.
Orbital gap (spin up / spin down): 9.6 / 9.6 eV
E_HOMO (spin up / spin down): -0.358 / -0.358 hartree

=====

[8]
Below is the molecule C5H12N at a distorted geometry, with properties calculated with the ωB97M-V functional and the def2-TZVPD basis.

```
! RIJCOSX wB97M-V def2-TZVPD def2/J DEFGRID3
* xyz 0 2
N 2.397 -0.911 0.246
C -1.341 0.754 -0.805
C 0.070 -0.564 0.862
C -0.176 0.649 -0.023
C -2.396 1.831 -0.657
C 1.036 -1.524 0.193
H -1.487 -0.026 -1.558
H 0.424 1.550 0.141
H 1.116 -2.484 0.719
H 2.788 -1.134 1.175
H -3.272 1.517 -1.237
H -0.908 -1.034 0.943
H 0.429 -0.194 1.825
H 3.041 -1.401 -0.379
H -2.108 2.765 -1.128
H 0.737 -1.754 -0.815
H -2.680 1.834 0.396
H 2.333 0.124 0.101
*
```

E_LUMO (spin up / spin down): 0.0212 / 0.0124 Ha
DFT total energy: -252.26066 a.u.
Orbital gap (spin up / spin down): 4.3 / 7.0 eV
E_HOMO (spin up / spin down): -0.138 / -0.244 hartree